Density functional theory data (ωB97M-V with the def2-TZVPD basis set) for a structure of composition C4H7FS in a non-equilibrium geometry.

Summary:
Total energy ... -654.47287 Ha
Energy relative to the best compared isomer or geometry (same formula, charge and spin) ... 504.4 kJ/mol
Kohn-Sham gap ... 0.3215 Ha
LUMO level ... 0.58 eV

The geometry in ORCA input format:
```
! RIJCOSX wB97M-V def2-TZVPD def2/J DEFGRID3
* xyz 0 1
C 2.787 0.664 0.107
C -0.050 0.414 -0.095
C -1.340 0.013 0.064
C -2.680 1.004 0.031
H 2.200 1.793 -0.496
H 3.152 0.579 1.465
H 3.920 0.266 -0.566
H 0.063 1.608 -0.281
H -3.303 0.844 -0.824
H -2.520 2.036 0.119
H -3.279 0.394 0.826
F -1.846 -1.254 0.016
S 1.505 -0.550 -0.064
*
```

---

Density functional theory data (ωB97M-V with the def2-TZVPD basis set) for a cluster of 2 separate species, C3H11NOS in total in a non-equilibrium geometry.

Summary:
SMILES ... C[C@H](N)CS.O
Total energy ... -649.07429 Ha
Energy relative to the best compared isomer or geometry (same formula, charge and spin) ... 20.3 kJ/mol
Kohn-Sham gap ... 0.3744 Ha
LUMO level ... 0.81 eV

The geometry in ORCA input format:
```
! RIJCOSX wB97M-V def2-TZVPD def2/J DEFGRID3
* xyz 0 1
C 0.782 -1.801 0.653
C 0.373 -0.415 0.154
C 0.971 -0.103 -1.210
S 0.436 1.616 -1.648
N -1.076 -0.367 0.233
H 0.276 -2.596 0.097
H 1.860 -1.941 0.541
H 0.544 -1.972 1.701
H 0.758 0.296 0.888
H 0.730 -0.841 -1.971
H 2.060 -0.104 -1.140
H 0.181 1.491 -2.950
H -1.516 -1.220 -0.092
H -1.524 0.475 -0.081
H -1.763 -0.472 2.221
H -0.721 -0.078 3.395
O -1.608 -0.350 3.180
*
```

---

Density functional theory data (ωB97M-V with the def2-TZVPD basis set) for a cluster of 3 separate species, C15H27F6O5P in total in a non-equilibrium geometry.

Summary:
SMILES ... CC(C)C[C@@H](C)COP.CCOC(=O)C(F)(F)F.CCOC(=O)C(F)(F)F
Total energy ... -1904.50299 Ha
Energy relative to the best compared isomer or geometry (same formula, charge and spin) ... 0.0 kJ/mol
Kohn-Sham gap ... 0.3583 Ha
LUMO level ... 0.68 eV

The geometry in ORCA input format:
```
! RIJCOSX wB97M-V def2-TZVPD def2/J DEFGRID3
* xyz 0 1
C 2.047 1.672 0.267
C 1.424 0.519 -0.543
C 2.539 -0.401 -1.039
C 0.489 -0.227 0.409
C -0.429 -1.231 -0.282
C -0.820 -2.358 0.707
C -1.711 -0.580 -0.804
O -2.080 0.559 -0.008
P -3.256 1.528 -0.611
H 2.182 1.321 1.284
H 3.032 1.942 -0.096
H 1.414 2.552 0.273
H 0.856 0.917 -1.376
H 2.312 -0.852 -1.999
H 2.770 -1.165 -0.304
H 3.453 0.154 -1.184
H 1.131 -0.762 1.098
H -0.068 0.491 0.997
H 0.078 -1.658 -1.139
H -0.125 -2.429 1.534
H -1.796 -2.163 1.131
H -0.817 -3.309 0.187
H -2.514 -1.311 -0.737
H -1.643 -0.313 -1.854
H -3.256 1.296 -2.005
H -4.479 0.916 -0.234
C -6.550 0.858 2.728
C -6.229 -0.499 2.142
O -6.948 -1.544 2.826
C -8.196 -1.752 2.425
O -8.780 -1.167 1.561
C -8.804 -2.921 3.221
F -8.509 -2.824 4.528
F -8.312 -4.086 2.762
F -10.132 -2.938 3.085
H -6.355 0.865 3.801
H -5.940 1.627 2.255
H -7.600 1.110 2.580
H -5.175 -0.732 2.279
H -6.443 -0.536 1.074
C 8.208 3.115 -3.084
C 7.884 1.699 -3.508
O 7.794 0.823 -2.367
C 6.633 0.816 -1.725
O 5.665 1.463 -2.002
C 6.707 -0.202 -0.572
F 7.877 -0.101 0.082
F 6.611 -1.451 -1.065
F 5.719 -0.020 0.308
H 9.119 3.134 -2.485
H 8.352 3.746 -3.961
H 7.405 3.537 -2.482
H 8.683 1.289 -4.123
H 6.962 1.653 -4.085
*
```

---

Density functional theory data (ωB97M-V with the def2-TZVPD basis set) for a cluster of 2 separate species, C2H3N2S2 in total in a non-equilibrium geometry.

Summary:
Total energy ... -983.58501 Ha
Energy relative to the best compared isomer or geometry (same formula, charge and spin) ... 100.2 kJ/mol
Kohn-Sham gap ... 0.3167 Ha
LUMO level ... -4.92 eV

The geometry in ORCA input format:
```
! RIJCOSX wB97M-V def2-TZVPD def2/J DEFGRID3
* xyz 1 1
C 1.075 0.429 0.112
C -2.228 -0.346 -0.055
N 0.374 1.074 0.788
N 1.788 -0.463 -0.438
S -1.556 -1.740 0.186
S -2.895 1.060 -0.240
H -0.310 1.819 0.753
H 2.527 -0.903 0.025
H 1.226 -0.929 -1.132
*
```

---

Density functional theory data (ωB97M-V with the def2-TZVPD basis set) for a structure of composition CH3LiOTm in a non-equilibrium geometry.

Summary:
Total energy ... -1207.08503 Ha
Energy relative to the best compared isomer or geometry (same formula, charge and spin) ... 0.0 kJ/mol
Kohn-Sham gap (alpha / beta) ... 0.2613 / 0.2532 Ha
LUMO level (alpha / beta) ... -9.34 / -11.03 eV
Expectation value of S² ... 3.752

The geometry in ORCA input format:
```
! RIJCOSX wB97M-V def2-TZVPD def2/J DEFGRID3
* xyz 2 4
O -1.152 -0.631 0.982
C -2.195 -1.043 1.497
H -2.357 -2.133 1.559
H -2.832 -0.368 2.094
Li -0.026 -1.167 -0.445
Tm 3.624 -0.002 0.726
H 1.204 -0.423 0.703
*
```

---

Density functional theory data (ωB97M-V with the def2-TZVPD basis set) for an isolated molecule of C8H16N4O2 in a non-equilibrium geometry.

Summary:
Total energy ... -683.69074 Ha
Energy relative to the best compared isomer or geometry (same formula, charge and spin) ... 0.0 kJ/mol
Kohn-Sham gap (alpha / beta) ... 0.2476 / 0.2262 Ha
LUMO level (alpha / beta) ... 0.79 / -2.69 eV
Expectation value of S² ... 2.016

The geometry in ORCA input format:
```
! RIJCOSX wB97M-V def2-TZVPD def2/J DEFGRID3
* xyz 0 3
C 0.625 2.783 -0.283
C 0.368 1.698 -1.034
C 0.057 2.541 1.060
C -0.534 0.693 -0.269
C 1.801 -2.104 -1.687
C -0.966 -1.875 -0.298
C -1.295 -2.074 1.172
C 1.386 -1.039 -0.553
N -0.558 1.420 1.175
N 0.065 3.565 1.939
N -1.987 0.860 -0.764
N -0.050 -0.759 -0.717
O -0.516 -1.304 2.082
O 1.855 -1.380 0.665
H 1.024 3.710 -0.536
H 0.431 1.639 -2.102
H 1.088 -3.115 -1.745
H 1.887 -1.614 -2.674
H 2.798 -2.513 -1.352
H -0.682 -2.822 -0.735
H -1.895 -1.625 -0.710
H -1.213 -3.087 1.451
H -2.247 -1.801 1.305
H 1.936 -0.150 -1.017
H 0.563 4.369 1.717
H -0.213 3.483 2.866
H -2.316 1.704 -0.283
H -2.165 1.007 -1.763
H -0.589 -0.323 1.811
H 1.341 -1.885 1.278
*
```

---

Density functional theory data (ωB97M-V with the def2-TZVPD basis set) for a structure of composition C11H14BF3N6Ru in a non-equilibrium geometry.

Summary:
Total energy ... -1174.63584 Ha
Energy relative to the best compared isomer or geometry (same formula, charge and spin) ... 165.9 kJ/mol
Kohn-Sham gap (alpha / beta) ... 0.2533 / 0.2322 Ha
LUMO level (alpha / beta) ... -9.45 / -10.59 eV
Expectation value of S² ... 6.037

The geometry in ORCA input format:
```
! RIJCOSX wB97M-V def2-TZVPD def2/J DEFGRID3
* xyz 2 5
H 1.415 3.444 1.350
N 1.021 1.831 0.105
B -0.098 0.368 -1.810
N 0.452 1.695 -1.158
C 0.481 2.912 -1.756
Ru 2.383 0.720 1.017
H 0.133 2.986 -2.758
C 0.951 3.854 -0.822
H 1.033 4.916 -0.953
C 1.190 3.166 0.353
H -0.037 0.507 -3.002
C -2.317 -2.371 3.867
H -1.499 -2.943 4.326
H -1.900 -1.482 3.368
H -2.801 -2.990 3.100
N -1.685 -0.045 -1.719
N 1.047 -0.632 -1.404
N -2.281 -0.297 -0.510
N 1.667 -0.712 -0.150
C -2.641 -0.212 -2.690
C 1.636 -1.550 -2.202
H -2.427 -0.072 -3.736
H 1.331 -1.593 -3.233
C -3.846 -0.575 -2.093
C 2.536 -2.304 -1.452
C -3.569 -0.623 -0.704
C 2.478 -1.809 -0.158
H -4.801 -0.772 -2.549
H 3.122 -3.143 -1.772
H -4.250 -0.871 0.097
H 2.882 -2.116 0.783
H -3.014 -2.084 4.599
F 4.065 1.150 3.305
C 2.777 0.703 3.029
F 2.661 -0.552 3.591
F 1.900 1.498 3.739
*
```

---

Density functional theory data (ωB97M-V with the def2-TZVPD basis set) for a structure of composition H2INO3P in a non-equilibrium geometry.

Summary:
Total energy ... -920.79609 Ha
Energy relative to the best compared isomer or geometry (same formula, charge and spin) ... 228.0 kJ/mol
Kohn-Sham gap (alpha / beta) ... 0.1976 / 0.1974 Ha
LUMO level (alpha / beta) ... 0.32 / 0.32 eV

The geometry in ORCA input format:
```
! RIJCOSX wB97M-V def2-TZVPD def2/J DEFGRID3
* xyz -1 1
N -1.610 -0.063 0.001
O 0.432 -1.337 -1.216
O 0.464 -0.956 1.336
O 0.432 1.090 -0.165
P 0.151 -0.466 -0.018
I 3.035 0.712 -0.206
H -1.386 0.677 -0.639
H -1.518 0.344 0.908
*
```

---

Density functional theory data (ωB97M-V with the def2-TZVPD basis set) for a structure of composition C25H46As3Cl2S3Zr.

Summary:
Total energy ... -9849.24514 Ha
Energy relative to the best compared isomer or geometry (same formula, charge and spin) ... 127.5 kJ/mol
Kohn-Sham gap ... 0.2800 Ha
LUMO level ... -2.56 eV

The geometry in ORCA input format:
```
! RIJCOSX wB97M-V def2-TZVPD def2/J DEFGRID3
* xyz 1 1
Zr -1.108 -1.760 0.393
C -3.951 -3.680 1.806
C -4.719 -2.381 1.577
S -3.778 -1.077 0.733
C -3.944 0.344 1.822
C -3.424 0.211 3.234
S -1.654 -0.152 3.512
C -1.749 -1.669 4.516
C -2.609 -2.813 4.027
S -2.247 -3.462 2.364
H -3.882 -4.260 0.890
H -4.489 -4.292 2.531
H -5.071 -1.956 2.517
H -5.601 -2.583 0.971
H -5.001 0.610 1.878
H -3.445 1.145 1.277
H -3.993 -0.530 3.795
H -3.567 1.165 3.742
H -2.083 -1.362 5.509
H -0.697 -1.952 4.595
H -3.663 -2.542 4.059
H -2.488 -3.649 4.717
C 1.762 -1.633 -2.399
As 1.192 -0.445 -0.965
C 2.834 -0.530 0.069
C 1.611 1.338 -1.734
C 0.915 2.045 -2.912
C 0.553 1.086 -4.049
C -0.310 2.912 -2.535
As -1.888 2.419 -1.458
C -2.062 0.497 -1.851
C -0.986 2.467 0.285
C 1.918 3.098 -3.467
As 3.781 2.841 -4.126
C 4.761 2.625 -2.431
C 3.916 0.977 -4.727
H 2.747 -1.333 -2.752
H 1.060 -1.623 -3.230
H 1.816 -2.640 -1.989
H 3.668 -0.344 -0.609
H 2.931 -1.522 0.502
H 2.831 0.215 0.861
H 2.638 1.150 -2.046
H 1.683 2.015 -0.878
H -0.225 0.375 -3.774
H 1.422 0.519 -4.377
H 0.185 1.653 -4.906
H -0.716 3.312 -3.467
H 0.042 3.788 -1.979
H -2.693 0.409 -2.739
H -2.607 -0.068 -1.091
H -1.123 0.007 -2.077
H -0.708 3.513 0.430
H -0.101 1.842 0.352
H -1.653 2.181 1.095
H 2.069 3.872 -2.706
H 1.423 3.607 -4.298
H 4.434 3.384 -1.720
H 5.818 2.791 -2.637
H 4.651 1.640 -1.979
H 3.343 0.826 -5.640
H 3.605 0.255 -3.974
H 4.968 0.804 -4.958
C -0.757 -0.482 2.093
C 0.640 -0.090 2.548
C 1.554 -1.046 2.990
C 2.806 -0.676 3.468
C 3.170 0.659 3.521
C 2.262 1.629 3.111
C 1.013 1.259 2.640
H 1.285 -2.093 2.951
H 3.498 -1.439 3.799
H 4.146 0.946 3.888
H 2.527 2.677 3.168
H 0.304 2.022 2.345
Cl -1.274 -2.854 -2.122
C -2.427 -3.286 -0.800
Cl 0.602 -3.445 0.623
H -2.269 -4.342 -0.589
H -3.420 -3.119 -1.213
*
```

---

Density functional theory data (ωB97M-V with the def2-TZVPD basis set) for a cluster of 3 separate species, C2H11N2O2 in total in a non-equilibrium geometry.

Summary:
Total energy ... -342.57070 Ha
Energy relative to the best compared isomer or geometry (same formula, charge and spin) ... 46.6 kJ/mol
Kohn-Sham gap ... 0.4288 Ha
LUMO level ... -3.30 eV

The geometry in ORCA input format:
```
! RIJCOSX wB97M-V def2-TZVPD def2/J DEFGRID3
* xyz 1 1
C 0.174 1.045 2.254
N 0.692 0.762 0.928
C 1.837 1.132 0.488
N 2.385 0.789 -0.683
H -0.842 0.703 2.436
H 0.792 0.657 3.061
H 0.070 2.124 2.398
H 0.034 0.224 0.328
H 2.388 1.814 1.130
H 1.806 0.743 -1.507
H 3.277 1.228 -0.846
H -3.064 -2.309 -2.849
H -3.803 -2.285 -1.504
O -2.945 -2.169 -1.905
H -0.795 -1.635 -0.052
H -1.765 -0.961 -1.176
O -1.064 -0.811 -0.514
*
```

---

Density functional theory data (ωB97M-V with the def2-TZVPD basis set) for a cluster of 2 separate species, C2H5ClO4 in total in a non-equilibrium geometry.

Summary:
Total energy ... -840.15969 Ha
Kohn-Sham gap (alpha / beta) ... 0.2424 / 0.2667 Ha
LUMO level (alpha / beta) ... 0.50 / -4.01 eV
Expectation value of S² ... 2.006

The geometry in ORCA input format:
```
! RIJCOSX wB97M-V def2-TZVPD def2/J DEFGRID3
* xyz 0 3
C 0.584 -0.036 -0.612
C -0.667 0.792 -0.418
O 1.510 0.798 -1.244
O 1.135 -0.403 0.625
O -0.679 1.996 -0.462
O -1.817 0.106 -0.373
Cl -1.010 -2.724 2.629
H 0.558 -0.840 -1.213
H 1.281 1.684 -1.024
H -0.327 -1.788 1.979
H 2.108 -0.118 0.518
H -2.676 0.534 -0.405
*
```

---

Density functional theory data (ωB97M-V with the def2-TZVPD basis set) for an isolated molecule of C3H5NS2 in a non-equilibrium geometry.

Summary:
SMILES ... CNC(=S)C=S
Total energy ... -968.41297 Ha
Energy relative to the best compared isomer or geometry (same formula, charge and spin) ... 84.3 kJ/mol
Kohn-Sham gap ... 0.2692 Ha
LUMO level ... -1.51 eV

The geometry in ORCA input format:
```
! RIJCOSX wB97M-V def2-TZVPD def2/J DEFGRID3
* xyz 0 1
C 1.242 1.245 0.024
C -0.109 -0.855 -0.045
C -1.555 -1.340 0.024
H 0.972 2.279 -0.122
H 1.710 1.063 0.995
H 1.947 0.911 -0.788
H -0.891 0.981 -0.173
H -1.559 -2.410 0.182
N 0.003 0.512 -0.041
S 1.166 -1.916 -0.030
S -2.927 -0.468 -0.025
*
```